[1]
23
Properties=species:S:1:pos:R:3:forces:R:3 method="wB97M-V/def2-TZVPD" charge=+2 multiplicity=2 s_squared=0.757 relative_energy_kj_mol=149.0 orbital_gap_ha="0.420 / 0.122"
C -2.046 -0.806 1.894 -0.624 0.730 0.464
C -0.778 -0.780 1.089 0.044 0.166 -2.061
N -0.696 0.518 0.124 -0.569 -0.106 2.066
C -0.253 1.608 1.077 0.596 0.656 -0.580
C -0.772 -1.965 0.132 -0.792 -0.563 -0.369
H -2.259 0.041 2.567 0.611 -0.215 -0.148
H -2.950 -0.852 1.268 0.376 -0.462 0.027
H -1.940 -1.689 2.524 -0.408 -0.049 -0.022
H 0.119 -0.681 1.698 -0.013 -0.086 -0.031
H -1.626 0.783 -0.204 -0.154 -0.365 0.025
H -0.130 0.351 -0.731 -0.220 0.374 1.214
H -0.823 1.547 2.010 0.061 -0.060 -0.478
H -0.316 2.613 0.660 -0.455 -0.186 -0.207
H 0.797 1.473 1.288 0.244 -0.325 0.206
H -1.750 -1.985 -0.358 -0.062 0.113 -0.072
H -0.066 -1.920 -0.712 0.277 -0.086 0.616
H -0.754 -2.954 0.620 0.514 0.568 -0.009
H 1.283 -0.681 -2.292 -0.329 0.097 -0.079
H 1.800 0.764 -2.469 -0.383 0.311 0.027
O 1.031 0.259 -2.136 1.213 -0.435 -0.417
H 4.564 1.805 -2.215 -0.374 0.275 0.561
H 3.911 1.016 -3.320 -0.322 0.110 0.035
O 3.654 1.536 -2.512 0.769 -0.462 -0.767

***

[2]
16
Properties=species:S:1:pos:R:3:forces:R:3 method="wB97M-V/def2-TZVPD" smiles=CCCSS.O relative_energy_kj_mol=64.4 orbital_gap_ha=0.340
C 0.453 1.280 1.030 -0.396 -1.540 0.311
C 1.383 0.147 1.573 0.402 2.132 0.608
C -1.008 0.666 1.036 0.628 2.485 -0.067
S -2.106 1.909 0.216 -0.400 -1.016 -0.368
S -3.508 0.514 -0.472 -0.004 0.673 -0.259
H 0.579 2.289 1.561 -0.339 -1.652 -0.645
H 0.733 1.371 -0.007 -0.108 0.621 -0.499
H 1.115 0.089 2.632 0.745 -0.423 0.052
H 2.448 0.401 1.371 -0.598 0.008 0.693
H 1.260 -0.805 1.110 -0.634 -0.639 -0.480
H -1.088 -0.254 0.460 0.217 0.045 0.239
H -1.463 0.619 2.024 0.491 -0.626 0.126
H -3.193 0.573 -1.787 -0.001 -0.072 0.283
H 0.700 -2.753 -3.284 1.993 -0.488 -0.431
H 2.019 -3.050 -4.189 -0.767 0.163 0.775
O 1.674 -2.996 -3.273 -1.229 0.329 -0.339

***

[3]
35
Properties=species:S:1:pos:R:3:forces:R:3 method="wB97M-V/def2-TZVPD" charge=+3 relative_energy_kj_mol=0.0 orbital_gap_ha="0.254 / 0.161"
I -0.150 -4.058 -5.892 1.709 -0.357 0.638
I 2.291 -4.418 -4.765 -1.645 0.118 -0.937
Sn 0.552 0.110 0.530 -0.579 1.014 1.041
P 0.907 1.950 -1.260 0.632 1.469 -0.055
C 1.402 1.657 -2.969 -0.079 -0.786 -0.219
C -0.343 3.245 -1.281 -0.593 -0.310 0.185
H 0.081 4.157 -1.706 0.141 -0.071 -0.020
H 2.615 3.606 -0.903 0.026 0.000 0.055
H -0.692 3.435 -0.264 0.042 0.027 -0.109
H 2.081 2.860 0.630 0.051 0.122 -0.081
H 0.544 1.294 -3.554 0.223 0.201 0.099
H -1.198 2.932 -1.886 0.048 0.072 0.051
C 2.338 2.669 -0.417 0.022 -0.210 0.088
H 1.771 2.595 -3.409 -0.118 -0.191 0.222
H 3.182 1.975 -0.443 0.001 0.115 -0.035
H 2.196 0.897 -3.010 -0.111 0.282 -0.039
P -0.901 -1.848 1.409 -0.372 -0.667 1.417
C -1.036 -3.471 0.633 0.295 0.000 -0.767
C 0.082 -2.068 2.913 0.164 0.100 -0.124
H -2.517 -0.394 2.423 -0.029 -0.112 -0.008
H -2.906 -2.118 2.697 0.137 -0.084 -0.012
H -3.238 -1.357 1.121 0.016 0.004 0.099
C -2.548 -1.387 1.968 -0.189 0.537 -0.404
H 0.194 -1.100 3.414 -0.059 -0.114 0.088
H -0.423 -2.769 3.579 0.040 0.030 0.032
H -1.452 -4.189 1.356 0.107 0.287 -0.112
H -0.046 -3.818 0.303 -0.262 -0.013 0.173
H 1.077 -2.445 2.664 -0.077 -0.047 0.078
H -1.695 -3.417 -0.245 0.098 -0.075 0.300
C 0.056 -1.134 -1.574 0.587 -2.258 -2.822
O 0.369 -1.859 -2.398 -0.785 1.636 1.805
O 0.450 2.065 3.255 -1.681 -0.200 -1.430
N -0.631 2.189 2.700 0.081 0.214 0.386
O -1.592 2.834 2.986 1.510 -1.244 -0.790
O -0.820 1.382 1.397 0.648 0.511 1.207

***

[4]
36
Properties=species:S:1:pos:R:3:forces:R:3 method="wB97M-V/def2-TZVPD" charge=-2 multiplicity=4 s_squared=3.764 orbital_gap_ha="0.155 / 0.156"
C -2.413 -0.554 -1.295 -1.489 0.434 -0.360
C -2.534 -1.044 0.047 -1.303 -0.090 0.249
C -2.393 0.061 0.934 -2.026 0.648 0.306
H -2.760 -2.060 0.362 0.243 0.193 -0.208
C -2.172 1.239 0.158 -2.219 0.791 0.020
C -2.214 0.871 -1.227 -1.885 0.460 0.119
H -2.115 1.573 -2.050 0.297 -0.410 0.120
H -2.537 -1.140 -2.202 0.341 0.177 0.237
H -2.505 0.049 2.009 0.351 -0.132 -0.042
H -2.011 2.233 0.558 0.074 -0.211 -0.117
Co -0.789 -0.082 -0.234 7.038 -1.630 -0.982
Br 1.007 0.259 -1.719 0.312 0.064 -0.529
C 2.155 1.060 -4.916 -0.733 -0.408 -0.784
C 1.072 1.858 -5.400 0.186 -0.967 -0.103
C 0.081 0.978 -5.940 0.789 -0.214 0.255
H 1.024 2.947 -5.378 -0.055 -0.211 0.077
C 0.558 -0.364 -5.799 0.538 0.748 0.218
C 1.838 -0.314 -5.164 -0.408 0.921 -0.488
H 2.471 -1.167 -4.924 -0.194 0.157 0.059
H 3.068 1.431 -4.452 -0.252 -0.085 0.013
H -0.861 1.280 -6.398 0.141 -0.063 0.121
H 0.047 -1.267 -6.135 0.041 0.166 0.132
O 0.618 1.570 1.837 -0.047 -1.168 0.552
C 0.649 0.343 2.032 -0.077 -0.248 -1.590
O 0.497 -0.600 1.133 0.218 1.141 2.325
C 0.818 -0.210 3.425 0.212 -0.253 0.823
C 0.737 -1.600 3.617 0.016 0.221 0.531
C 0.811 -2.135 4.910 0.242 0.542 -0.031
C 1.011 -1.284 6.012 -0.235 0.158 -0.426
C 1.087 0.107 5.826 0.086 -0.481 -0.400
C 1.003 0.638 4.534 -0.074 -0.400 -0.137
H 0.618 -2.242 2.742 -0.030 0.313 0.279
H 0.733 -3.216 5.046 0.056 0.284 0.058
H 1.089 -1.702 7.013 -0.035 0.044 -0.105
H 1.229 0.771 6.679 -0.015 -0.178 -0.154
H 1.084 1.712 4.360 -0.103 -0.313 -0.035

***

[5]
71
Properties=species:S:1:pos:R:3:forces:R:3 method="wB97M-V/def2-TZVPD" charge=+2 multiplicity=6 s_squared=8.765 orbital_gap_ha="0.291 / 0.221"
Fe 0.187 -0.496 -0.636 -0.793 0.111 0.119
C -0.644 3.844 -0.944 -0.003 0.015 0.009
C -1.494 3.913 -2.035 -0.003 0.026 -0.009
C -1.790 2.755 -2.735 -0.052 0.094 -0.049
C -1.231 1.556 -2.331 -0.023 0.069 -0.032
N -0.413 1.488 -1.269 0.319 -0.048 0.410
C -0.131 2.611 -0.597 -0.047 -0.009 -0.117
C -1.489 0.270 -3.011 -0.043 0.039 -0.002
C -2.122 0.157 -4.233 -0.090 0.015 -0.103
C -2.314 -1.105 -4.778 -0.016 0.000 -0.019
C -1.868 -2.217 -4.085 -0.022 0.007 0.007
C -1.231 -2.023 -2.875 -0.072 0.042 -0.036
N -1.046 -0.805 -2.350 0.321 -0.563 0.144
H -0.381 4.719 -0.367 -0.001 -0.020 0.010
H -1.924 4.858 -2.341 -0.001 -0.009 0.001
H -2.462 2.793 -3.580 0.015 -0.023 0.007
H 0.534 2.526 0.250 -0.004 0.018 0.001
H -2.457 1.032 -4.770 0.008 -0.002 0.014
H -2.806 -1.212 -5.735 0.006 -0.003 0.007
H -2.002 -3.217 -4.472 -0.001 0.011 0.003
H -0.856 -2.861 -2.303 0.022 0.020 -0.013
O -0.212 -0.917 1.341 0.132 0.115 -0.552
N -0.073 -1.934 2.139 0.017 0.148 0.146
C 0.472 -3.041 1.728 0.035 -0.138 -0.036
C 0.665 -4.129 2.634 0.007 0.045 -0.054
N 0.852 -5.001 3.356 -0.010 0.021 -0.027
C 0.868 -3.023 0.357 -0.089 0.226 0.369
N 0.960 -2.459 -0.643 0.327 -0.204 -0.530
C -0.732 -0.169 5.040 0.079 0.057 0.020
C 0.470 0.502 5.650 0.018 -0.024 0.043
C 0.609 0.606 7.033 0.019 0.006 0.029
C 1.712 1.225 7.603 -0.044 -0.018 -0.006
C 2.712 1.766 6.807 0.037 0.002 -0.017
C 2.601 1.688 5.428 -0.050 -0.011 0.064
C 1.492 1.050 4.879 -0.183 -0.055 -0.232
Sb 1.427 1.077 2.761 0.366 0.237 0.519
C 1.617 3.173 2.424 0.024 -0.238 -0.109
C 0.438 3.845 2.770 0.099 0.059 -0.017
C 0.389 5.225 2.717 -0.012 -0.004 -0.001
C 1.516 5.926 2.300 -0.009 -0.005 -0.005
C 2.674 5.251 1.951 0.009 -0.003 -0.012
C 2.759 3.857 1.997 -0.052 0.032 -0.018
C 4.057 3.201 1.603 -0.075 0.052 0.010
C 3.060 -0.137 2.174 -0.251 0.016 -0.008
C 3.664 -0.851 3.211 0.060 -0.034 -0.084
C 4.747 -1.673 2.939 -0.009 0.003 -0.017
C 5.208 -1.792 1.635 -0.003 -0.001 0.027
C 4.584 -1.101 0.606 -0.043 -0.036 -0.031
C 3.493 -0.274 0.850 0.062 -0.023 0.028
C 2.861 0.443 -0.317 -0.007 -0.069 0.214
H -1.415 -0.526 5.808 0.002 0.013 0.007
H -0.439 -1.027 4.433 -0.013 0.003 0.000
H -1.289 0.522 4.401 -0.010 -0.005 0.002
H -0.166 0.196 7.669 0.020 0.003 0.004
H 1.789 1.291 8.680 -0.002 -0.007 -0.012
H 3.572 2.249 7.252 -0.017 -0.001 0.006
H 3.375 2.121 4.802 -0.015 0.003 0.003
H -0.437 3.293 3.101 0.010 0.015 0.030
H -0.510 5.751 3.010 0.008 -0.007 -0.016
H 1.493 7.008 2.258 0.013 -0.011 0.007
H 3.548 5.812 1.643 -0.012 0.006 0.013
H 4.158 3.167 0.515 -0.003 -0.008 0.007
H 4.150 2.188 1.985 0.023 -0.025 0.015
H 4.901 3.778 1.980 -0.006 -0.002 -0.001
H 3.307 -0.758 4.229 -0.001 -0.005 -0.008
H 5.227 -2.214 3.743 -0.006 -0.006 -0.011
H 6.053 -2.431 1.416 -0.004 0.011 0.000
H 4.949 -1.208 -0.410 0.008 -0.004 0.026
H 3.581 1.077 -0.836 -0.052 0.052 -0.019
H 2.039 1.097 0.002 0.053 0.025 -0.057
H 2.516 -0.281 -1.066 0.032 0.002 -0.056

***

| no. | DFT total energy (a.u.) |
| --- | --- |
| 1 | -366.42949 |
| 2 | -991.88711 |
| 3 | -2124.38935 |
| 4 | -4764.03407 |
| 5 | -3165.37081 |